# C2H4I2O

A cluster of 2 separate species, C2H4I2O in total at a distorted geometry (ωB97M-V/def2-TZVPD, the Open Molecules 2025 dataset).

Each line ends with the Löwdin charge.
Element x y z (Å)
C 0.5908 -1.2858 0.4598  -0.238
C 0.3494 1.0997 -0.4933  -0.582
O 0.2739 -1.2998 1.6219  -0.010
I -1.4518 1.8875 0.0104  0.793
I -3.1677 -0.4875 -0.3514  -0.026
H 1.7094 -1.2924 0.2536  0.106
H 0.0126 -1.0972 -0.3958  0.002
H 0.6818 1.6669 -1.4091  -0.004
H 1.0017 0.8085 0.3037  -0.043

The HOMO energy (alpha / beta) comes out at -8.6 / -9.1 eV. The value obtained for the energy above the lowest of the compared OMol25 structures with the same formula, charge and spin is 346.8 kJ/mol. The value obtained for the total energy is -749.08348 a.u. The calculation puts the HOMO-LUMO gap (alpha / beta) at 6.96 / 7.15 eV.

# C2H4IN

The molecule C2H4IN at a distorted geometry (ωB97M-V/def2-TZVPD, the Open Molecules 2025 dataset).

Each line ends with the Löwdin charge.
Element x y z (Å)
C 0.9928 0.5073 -0.0556  -0.005
C -0.2568 -0.6595 0.0721  -0.272
N -1.5328 -0.9593 -0.0097  -0.551
I -3.0602 0.3704 -0.0615  0.649
H 1.6752 0.2903 0.6347  0.006
H 0.6650 1.4307 0.2965  0.028
H 1.2346 0.6742 -1.0610  0.050
H 0.2822 -1.6540 0.1845  0.096

The structure (SMILES) is C/C=N\I. The HOMO energy comes out at -9.0 eV. The value obtained for the energy above the lowest of the compared OMol25 structures with the same formula, charge and spin is 192.1 kJ/mol. The value obtained for the total energy is -430.96000 a.u. The calculation puts the HOMO-LUMO gap at 9.29 eV.

# C2H4IN

A cluster of 2 separate species, C2H4IN in total at a distorted geometry (ωB97M-V/def2-TZVPD, the Open Molecules 2025 dataset).

Each line ends with the Löwdin charge.
Element x y z (Å)
C 0.1054 0.3889 -1.4991  -0.316
C -0.0037 -0.1467 1.5148  -0.538
N -0.1310 1.1647 -0.5709  0.029
I -0.5330 -2.0528 0.8889  0.788
H 0.1137 0.8244 -2.6098  0.099
H 0.3452 -0.7281 -1.5883  0.014
H 0.9042 0.0399 1.8238  -0.107
H -0.8007 0.5098 2.0406  0.030

The HOMO energy (alpha / beta) comes out at -8.3 / -8.3 eV. The value obtained for the energy above the lowest of the compared OMol25 structures with the same formula, charge and spin is 400.8 kJ/mol. The value obtained for the total energy is -430.88052 a.u. The calculation puts the HOMO-LUMO gap (alpha / beta) at 7.47 / 7.47 eV.

# C2H4INO

The molecule C2H4INO at a distorted geometry (ωB97M-V/def2-TZVPD, the Open Molecules 2025 dataset).

Each line ends with the Löwdin charge.
Element x y z (Å)
C -0.6798 0.0186 -0.4476  -0.105
O 0.3651 0.0502 0.4938  -0.252
N 1.5634 0.2240 -0.1782  -0.058
C 2.7373 0.2236 0.7526  -0.689
I 4.6846 0.1412 0.0733  0.786
H -1.6597 0.0551 0.1535  0.118
H -0.6948 -0.9286 -0.9708  0.077
H -0.5259 0.8583 -1.0474  0.055
H 2.3485 0.2847 1.8508  0.069

The structure (SMILES) is CO/N=C/I. The HOMO energy (alpha / beta) comes out at -8.7 / -8.7 eV. The value obtained for the energy above the lowest of the compared OMol25 structures with the same formula, charge and spin is 327.1 kJ/mol. The value obtained for the total energy is -506.14955 a.u. The calculation puts the HOMO-LUMO gap (alpha / beta) at 8.93 / 8.93 eV.

# C2H4INO

A cluster of 2 separate species, C2H4INO in total at a distorted geometry (ωB97M-V/def2-TZVPD, the Open Molecules 2025 dataset).

Each line ends with the Löwdin charge.
Element x y z (Å)
C 0.8659 0.3714 0.8801  -0.747
C -0.9222 -0.7990 -0.7451  -0.086
N 1.4159 -0.1843 1.8060  -0.025
O -1.4339 0.3674 -1.2116  -0.109
I 0.9755 2.2719 -0.0921  0.653
H -1.4463 -1.3204 0.1161  0.094
H -0.4918 -1.5132 -1.3112  0.020
H 2.1371 0.1369 2.5977  0.133
H -1.1004 0.6694 -2.0400  0.067

The HOMO energy (alpha / beta) comes out at -7.5 / -7.6 eV. The value obtained for the energy above the lowest of the compared OMol25 structures with the same formula, charge and spin is 379.1 kJ/mol. The value obtained for the total energy is -506.12977 a.u. The calculation puts the HOMO-LUMO gap (alpha / beta) at 6.98 / 8.10 eV.

# C2H4INO2S

A cluster of 2 separate species, C2H4INO2S in total at a distorted geometry (ωB97M-V/def2-TZVPD, the Open Molecules 2025 dataset).

Each line ends with the Löwdin charge.
Element x y z (Å)
H -0.3688 -1.0122 1.5968  0.050
N 0.1103 -0.1820 1.3498  0.133
C -0.2741 0.2834 0.2507  -0.704
S 0.0733 1.8534 -0.4613  0.783
C -1.3297 -0.4411 -0.5838  -0.511
O -1.6142 -0.3842 -1.7870  0.065
O -1.9083 -1.2981 0.2461  0.106
H -0.4270 1.5530 -1.6659  -0.113
H -2.5323 -1.8690 -0.1994  0.134
I 3.6700 0.9307 -0.0358  0.362
H 4.6009 0.5661 1.2899  -0.305

The structure (SMILES) is [H]/N=C(/S)C(=O)O.I. The HOMO energy comes out at -9.5 eV. The value obtained for the energy above the lowest of the compared OMol25 structures with the same formula, charge and spin is 43.0 kJ/mol. The value obtained for the total energy is -979.70774 a.u. The calculation puts the HOMO-LUMO gap at 9.53 eV.

# C2H4INOS

A cluster of 2 separate species, C2H4INOS in total at a distorted geometry (ωB97M-V/def2-TZVPD, the Open Molecules 2025 dataset).

Each line ends with the Löwdin charge.
Element x y z (Å)
C 1.7850 -3.0342 -1.3894  -0.526
C -0.2742 0.1564 0.6197  -0.144
N 1.4884 0.3866 -1.0028  -0.472
O 0.2416 0.8121 -0.4800  -0.293
S 2.3331 -3.1180 0.0655  0.606
I 3.1837 0.9729 0.0881  0.667
H 1.6133 -0.6360 -1.1183  -0.064
H -0.3726 -0.8829 0.5179  0.058
H -1.2657 0.5957 0.5172  0.107
H 0.1917 0.2889 1.5539  0.060

The HOMO energy comes out at -9.0 eV. The value obtained for the energy above the lowest of the compared OMol25 structures with the same formula, charge and spin is 485.3 kJ/mol. The value obtained for the total energy is -904.28769 a.u. The calculation puts the HOMO-LUMO gap at 8.29 eV.

# C2H4INS

A cluster of 2 separate species, C2H4INS in total at a distorted geometry (ωB97M-V/def2-TZVPD, the Open Molecules 2025 dataset).

Each line ends with the Löwdin charge.
Element x y z (Å)
C -0.3981 -0.0768 0.4339  -1.034
C -0.2727 0.0608 -0.9562  -0.161
N -1.0101 0.6887 1.1863  0.095
S 0.2674 -1.5609 1.1116  0.699
I 3.3210 0.1690 -0.2159  0.179
H 0.7560 0.2139 -1.1470  -0.064
H -0.9067 1.0658 -1.2275  0.163
H -0.6453 -0.7935 -1.3562  0.043
H -1.1115 0.2330 2.1709  0.079

The HOMO energy (alpha / beta) comes out at -9.5 / -9.9 eV. The value obtained for the energy above the lowest of the compared OMol25 structures with the same formula, charge and spin is 232.8 kJ/mol. The value obtained for the total energy is -829.13420 a.u. The calculation puts the HOMO-LUMO gap (alpha / beta) at 6.81 / 6.68 eV.

# C2H4Ir

A structure of composition C2H4Ir at a distorted geometry (ωB97M-V/def2-TZVPD, the Open Molecules 2025 dataset).

Each line ends with the Löwdin charge.
Element x y z (Å)
C 0.8113 -0.4584 1.4425  -0.257
C -0.2123 0.1282 0.6266  -0.447
H 1.3342 -1.3565 1.0715  0.050
H 0.5508 -0.6560 2.4983  0.071
H -1.0571 0.5286 1.2148  0.042
Ir -0.5595 -0.3174 -1.2012  1.315
H 2.0375 0.3041 1.7860  0.227

The HOMO energy (alpha / beta) comes out at -12.9 / -15.9 eV. Its spin multiplicity is 5. As for the expectation value of S²: 6.014. The value obtained for the total energy is -182.34417 a.u. The calculation puts the HOMO-LUMO gap (alpha / beta) at 6.98 / 7.19 eV. As for the charge: +1.

# C2H4IrLiO

A structure of composition C2H4IrLiO at a distorted geometry (ωB97M-V/def2-TZVPD, the Open Molecules 2025 dataset).

Each line ends with the Löwdin charge.
Element x y z (Å)
O -1.3862 -0.0379 -0.1459  -0.790
Li -2.8981 0.7197 -0.5388  0.788
Ir -0.9459 -1.7769 0.4153  1.175
C 0.1950 0.5583 -0.1410  -0.263
C 1.0984 -0.5297 0.2791  -0.245
H 0.3693 0.9076 -1.1727  0.110
H 0.1864 1.4260 0.5403  0.111
H 1.5838 -0.3840 1.2554  0.056
H 1.7973 -0.8832 -0.4917  0.056

The HOMO energy (alpha / beta) comes out at -11.2 / -14.3 eV. Its spin multiplicity is 6. As for the expectation value of S²: 8.763. The value obtained for the energy above the lowest of the compared OMol25 structures with the same formula, charge and spin is 8.5 kJ/mol. The value obtained for the total energy is -265.21720 a.u. The calculation puts the HOMO-LUMO gap (alpha / beta) at 6.65 / 7.63 eV. As for the charge: +1.